Entry from OMol25: 9 unconnected molecules or ions with the total composition C8H36N2O9 in a non-equilibrium geometry (ωB97M-V/def2-TZVPD).

E_HOMO, eV: -9.4
ΔE to the lowest compared entry with this formula, charge and spin, kJ/mol: 249.9
Total charge: 0
Multiplicity: 1
SMILES: COC[C@H](C)N.COC[C@H](C)N.O.O.O.O.O.O.O

The geometry in XYZ format:
```
55
C8H36N2O9 | OMol25 | ωB97M-V/def2-TZVPD
H 0.8012 -0.8384 -2.4531
O -3.9551 1.3436 -1.9427
H -4.0468 3.4070 -2.1376
O 3.7954 0.6011 0.3188
H 2.0329 -4.3780 0.3639
H -0.6122 -6.0467 2.5130
H 4.4377 4.7480 -3.2507
H 1.3730 2.6596 3.6220
H 1.3489 -9.0558 1.6877
C 1.2796 -8.0764 2.1609
N -3.4811 4.1853 0.3136
C -4.2958 2.6072 -1.4403
C -4.9218 0.7943 -2.9057
H 1.0951 -5.6019 2.7696
H -5.3354 2.8108 -1.1835
C 0.3459 -5.8695 2.0245
H -5.3416 1.4995 -3.6230
H 4.7144 0.8053 0.1456
O 0.6804 -7.0662 1.3472
O 1.2823 1.7341 3.8488
H 1.3831 -5.6544 -0.0303
H -0.9250 -5.4580 -0.7847
H 0.7265 -8.3358 3.0637
H -1.8002 -5.8778 0.7274
C -3.5667 2.7750 -0.1068
H 0.7405 5.5869 -2.6468
H -1.8845 -4.2679 0.1660
H -4.3665 0.0563 -3.4845
O 4.3258 4.6368 -2.3066
O -0.0155 6.0574 -2.9977
H -0.4339 -0.0335 -2.7973
H -4.3581 4.4576 0.7341
C -4.0105 1.9849 1.0073
H 2.8043 5.5939 1.5333
O 8.1900 2.4145 -0.7238
H -5.0789 2.1664 1.1242
H 3.2773 6.3615 2.7494
H 5.0904 4.1303 -2.0323
N 1.1523 -4.6711 -0.0344
O 0.5218 -0.0107 -2.8445
H -2.7972 4.2646 1.0526
O 2.6503 5.6932 2.4728
H -0.7189 5.8814 -2.3728
H 2.2549 -7.7303 2.5031
H 8.9842 2.4244 -0.1897
H -2.5767 2.3575 -0.2900
H 0.0290 -3.7825 1.4207
C -1.2079 -5.1212 0.2127
H -3.9986 0.9066 0.8485
H -5.7536 0.3994 -2.3223
H 3.3082 1.1397 -0.3047
C 0.0768 -4.7638 0.9485
H 1.7844 1.2722 3.1773
H 8.4807 2.6957 -1.5914
H -3.4847 2.1880 1.9402
```


Entry from OMol25: a molecular structure, C8H3CdF5INS2 in a non-equilibrium geometry (ωB97M-V/def2-TZVPD).

E_HOMO, eV: 0.5
ΔE to the lowest compared entry with this formula, charge and spin, kJ/mol: 193.5
Total charge: -2
Multiplicity: 1

The geometry in XYZ format:
```
21
C8H3CdF5INS2 | OMol25 | ωB97M-V/def2-TZVPD
C -3.6300 -0.1394 0.0000
H 3.7027 -0.4587 0.0000
S 2.7038 1.8721 0.0000
I 4.7451 -2.5673 0.0000
C -1.8786 1.5187 0.0000
S -0.0169 -1.9090 0.0000
H 2.2307 -3.0259 -0.9058
F -4.9396 -0.4356 0.0000
Cd 1.9465 -0.4587 0.0000
F -1.4921 2.8032 0.0000
C -1.3307 -0.8301 0.0000
F -4.1505 2.1695 0.0000
F 0.3721 0.7089 0.0000
C 3.2478 3.5463 0.0000
C -0.9462 0.4960 0.0000
C -2.6826 -1.1607 0.0000
F -3.1055 -2.4352 0.0000
N 3.6063 4.6495 0.0000
C -3.2278 1.1943 0.0000
C 2.6138 -2.5126 0.0000
H 2.2307 -3.0259 0.9058
```


Entry from OMol25: 11 unconnected molecules or ions with the total composition C8H40N2O11 in a non-equilibrium geometry (ωB97M-V/def2-TZVPD).

E_HOMO, eV: -9.2
ΔE to the lowest compared entry with this formula, charge and spin, kJ/mol: 54.3
Total charge: 0
Multiplicity: 1
SMILES: COC[C@H](C)N.COC[C@H](C)N.O.O.O.O.O.O.O.O.O

The geometry in XYZ format:
```
61
C8H40N2O11 | OMol25 | ωB97M-V/def2-TZVPD
H -2.8769 2.6094 5.5279
O 1.4006 -1.4543 -2.7326
C -2.9160 1.8542 2.2036
O -3.0273 2.6299 3.4381
O 0.7709 0.3791 1.9818
H 1.5540 0.1881 2.4981
C 1.4408 -4.3465 -0.5999
C 2.6226 -2.1053 0.2036
H -2.6644 4.2586 1.8884
H 4.7151 -3.8449 -0.4136
H -3.4195 0.9003 2.3607
O -0.6285 -0.8069 0.1197
H 1.8013 3.6028 1.0402
H -0.3619 -1.7038 0.3214
H 0.7631 1.3329 1.9016
H -2.3089 -0.8009 -1.4146
N -2.9862 3.9982 0.9671
H 0.8181 -2.8304 2.1823
H -0.2578 -0.2812 0.8285
H 0.8335 -4.0027 -1.4372
H 0.9084 1.3519 -5.4831
H -0.1029 1.4677 -1.7981
O -2.9894 -0.7760 -2.0873
H 0.0944 2.3251 -4.6572
H 2.3736 -4.6002 -1.1035
O 3.7533 -2.1168 -0.6993
H 1.2117 2.4151 0.3096
H 1.9127 -1.4025 -0.2324
C 1.7834 -3.4597 0.5699
C -3.5578 2.6434 1.0949
H 2.4188 -4.0318 1.2460
O -1.4922 1.7621 -2.9712
H -2.0019 1.3110 4.6978
H -4.5830 2.7756 1.4409
H -2.3631 2.1359 -3.1057
C -2.8960 1.9339 4.6727
H 5.8408 -2.4621 -0.8202
H -1.8502 1.7280 2.0133
O 3.1823 0.5710 -1.5644
H 5.0746 -2.6881 0.7731
H 1.0225 -5.2803 -0.2241
O 1.2997 2.7999 1.1816
H 0.3079 0.3612 -0.8500
H 0.1864 -4.0589 1.5821
H -3.6535 1.1820 4.8940
H 2.2475 0.7334 -1.4380
H 2.1177 -0.9972 -2.2932
C 4.9361 -2.7832 -0.3039
H -3.9191 0.8984 -0.0513
H 1.8285 -1.9746 -3.4126
H -1.5738 0.8532 -3.2602
O 0.5817 1.2180 -1.1775
H -4.3645 2.3801 -0.9054
N 0.5755 -3.1817 1.2669
C -3.6360 1.9362 -0.2270
H -2.6417 1.9320 -0.6736
O 0.9375 2.2286 -5.1001
H -2.5433 -1.0463 -2.8899
H 2.9622 -1.5337 1.0673
H -2.0679 3.9486 0.5494
H 3.4061 -0.0761 -0.8955
```


Entry from OMol25: 17 unconnected molecules or ions with the total composition C8H44Cl2F4O20PS in a non-equilibrium geometry (ωB97M-V/def2-TZVPD).

E_HOMO, eV: -5.8
Total charge: -1
Multiplicity: 1

The geometry in XYZ format:
```
80
C8H44Cl2F4O20PS | OMol25 | ωB97M-V/def2-TZVPD
H -0.3652 7.5522 2.9459
H -2.2821 1.5084 3.8110
O 2.1321 1.1455 0.4125
H 1.2516 9.2041 1.2259
H 0.0336 3.6549 5.2349
H -2.1903 -6.6443 -2.2705
O -4.7157 -9.9120 -2.3702
O -3.6768 3.6637 2.6797
O -2.6587 0.8067 4.3546
F 0.9047 -1.3570 -3.7595
H 0.6855 -1.6079 -1.2165
H -4.5941 3.3453 2.6359
H 6.8498 -5.7069 2.2453
H 0.5668 4.9435 4.6273
O -5.3908 -7.0557 -2.5703
H -2.7181 0.0614 3.7465
H -1.0236 -6.0371 -3.0342
O -0.9102 -1.9026 1.5585
O -0.1046 6.6570 3.1902
H 3.3129 0.3592 1.9576
H 2.4819 -0.0861 -1.9960
H 5.0788 -1.7061 2.5012
H 1.1336 -0.3582 1.4233
H 5.0500 2.2830 -7.3350
H 3.4966 0.6400 -5.3223
O 0.9588 8.9763 2.1131
H 2.6346 -4.5418 2.8305
F -3.0008 -3.2924 -0.0219
H 3.5076 2.0736 1.5719
H -0.9038 6.2704 3.5632
O 6.5213 -4.9139 1.8138
H 1.7163 9.1655 2.6750
H -3.5608 3.8909 3.6066
O 4.2671 0.4217 -5.8612
H -6.8930 4.6612 2.4414
O 4.5212 -1.5942 1.7232
H 5.7263 -4.6822 2.3125
O -3.3494 -6.4661 -0.3556
H -4.9817 -9.0036 -2.5868
C 1.4714 -0.1234 0.4092
F -1.0467 -3.7199 -0.8007
O 3.4647 -4.2032 2.4829
O -1.5801 -6.8218 -2.9939
C -0.5685 1.4910 -0.7523
H -4.6432 -6.8394 -1.9928
H 2.2461 -0.8687 0.1658
O 4.8954 2.9509 -8.0140
C -0.8258 2.2496 0.3090
P 0.1936 -0.2595 -0.9832
F -2.4361 -2.4117 -1.8974
C -1.4930 3.6179 0.2079
O -6.4399 3.8266 2.2945
O 0.8278 4.0452 4.8575
C 1.5294 0.4014 -2.2332
H 3.2607 -3.2973 2.2081
H -3.9761 -6.2770 0.3499
C 1.2136 -0.0373 -3.6358
H 1.5708 5.6142 0.4076
H -0.8288 4.3470 -0.2452
C 3.3385 1.0774 1.1464
H -1.7341 3.9778 1.2067
H -2.4437 3.5185 -0.3144
H 4.9593 -2.1223 1.0447
Cl -1.0444 2.1982 -2.3168
H 4.6621 -0.3313 -5.4134
H -2.7891 -5.6788 -0.3820
H -0.7559 -0.4499 -2.0531
H 1.6568 1.4766 -2.1936
S -1.3908 -1.2622 0.3417
O 1.2375 0.6408 -4.6161
H -5.5132 -10.3112 -2.0139
O -2.6284 -0.5095 0.4617
H -6.9782 3.3670 1.6422
Cl -0.4711 1.6653 1.9219
H 4.0205 2.7373 -8.3494
H 4.1533 0.8844 0.4372
H -5.0894 -6.8011 -3.4489
O 1.1365 5.0586 1.0607
C -1.9592 -2.7456 -0.7061
H 1.2863 5.5088 1.8993
```


Entry from OMol25: 15 unconnected molecules or ions with the total composition C8H46N16O15 in a non-equilibrium geometry (ωB97M-V/def2-TZVPD).

E_HOMO (spin up / spin down), eV: -0.1 / -7.0
Total charge: -1
Multiplicity: 2

The geometry in XYZ format:
```
85
C8H46N16O15 | OMol25 | ωB97M-V/def2-TZVPD
O -2.4698 -19.8637 -2.5855
C 4.4135 -17.3893 -8.5033
H -0.0793 -21.4902 -4.5596
O 4.7640 -20.7570 -7.5720
H -1.7194 -17.6225 -4.7375
N 0.4773 -22.3900 -1.6225
H 0.8318 -17.6553 -4.8680
H 4.6687 -17.3333 -6.5296
N -2.7076 -19.6977 -4.8314
N 4.4933 -18.1385 -9.4977
H 3.4578 -21.9325 -0.8944
H 5.5294 -14.8942 -0.8248
H -3.2253 -20.5222 -5.1002
H 5.3139 -21.5900 -3.7391
C 0.6853 -15.2582 -8.6540
N 0.9131 -15.3653 -9.8729
H -2.1525 -17.4231 -3.0339
H 3.7561 -16.9328 -2.7183
C 6.8499 -19.2252 -3.6661
O 3.5942 -17.3587 -0.5171
O 0.0078 -20.8355 -5.2524
H 4.8178 -18.9048 -7.3370
H 7.4218 -17.2571 -3.7674
H 5.6687 -22.5787 -9.1785
H -2.5506 -19.0100 -5.5542
H 6.2768 -20.9332 -5.6838
H 1.4067 -22.0254 -1.4693
H 5.1606 -16.0314 0.5215
C 2.5749 -18.6952 -4.4849
H -0.2172 -22.0416 -0.9772
H 7.1609 -22.6119 -8.2623
C 5.7127 -21.4942 -7.4379
H 1.8540 -15.6114 -10.1455
O 3.2804 -17.8016 -4.1709
H 3.4786 -15.1654 -3.8439
O -0.3959 -14.8208 -8.3304
H 5.7465 -17.8379 -4.1325
C 0.1741 -23.2128 -2.6396
H 5.0712 -15.8136 -2.7243
O 4.1453 -16.2262 -8.6863
H 2.4570 -20.6934 -4.7969
O 4.6421 -22.2592 -3.6080
H 8.1619 -20.5413 -3.0732
N -2.0207 -18.0016 -3.8512
N 1.1891 -23.4377 -3.3309
N 6.7040 -17.9642 -3.8370
H 1.4132 -15.8550 -6.8924
O 0.1634 -14.7786 -4.4961
N 1.3606 -18.5151 -4.8347
H 7.2570 -22.2678 -6.2817
H 0.8857 -19.3915 -4.9973
H 2.0404 -23.0112 -2.9938
H -2.1139 -16.6260 -6.5067
H 3.7000 -21.1189 -2.1479
H 4.3752 -22.5080 -4.4930
N 6.4450 -21.6713 -6.3524
H 0.1798 -20.7159 -7.1642
H 4.6836 -19.1117 -9.3059
N 4.5901 -17.9209 -7.3473
O -0.9710 -23.5282 -2.7801
O -0.0146 -20.8720 -8.0884
O 5.9139 -20.0014 -3.9360
H 0.1481 -15.3104 -10.5302
O -1.6503 -17.4629 -6.4781
N 1.6068 -15.6681 -7.8658
N 6.1932 -22.3361 -8.3502
O 3.0727 -14.3831 -4.2174
N 8.0577 -19.5380 -3.1248
C -2.3752 -19.2397 -3.6753
H 4.1933 -17.8008 -10.4010
C 4.2292 -16.4355 -0.9823
H -1.6492 -17.7678 -7.3854
O 3.0879 -21.2228 -1.4194
N 3.0104 -19.8943 -4.5224
H -0.2778 -14.3847 -5.2487
H 3.9677 -19.9526 -4.2058
H 2.4810 -15.9059 -8.3123
N 4.2300 -16.1551 -2.2817
H -0.8803 -20.5025 -5.3811
H 2.2256 -14.6853 -4.5448
H -0.3688 -14.5201 -3.7436
H 8.8054 -18.8612 -3.0701
H -0.5593 -20.1289 -8.3480
H 1.0767 -23.7980 -4.2677
N 5.0459 -15.6830 -0.4196
```


Entry from OMol25: C8H4ClF3S in the gas phase in a non-equilibrium geometry (ωB97M-V/def2-TZVPD).

E_HOMO (spin up / spin down), eV: -7.8 / -8.9
ΔE to the lowest compared entry with this formula, charge and spin, kJ/mol: 209.9
Total charge: 0
Multiplicity: 1

The geometry in XYZ format:
```
17
C8H4ClF3S | OMol25 | ωB97M-V/def2-TZVPD
C 2.2172 -0.3779 0.6505
C -1.5481 1.1769 -0.4632
F -1.7581 -1.2556 -1.3404
Cl 0.6256 0.8711 -2.8358
C 2.0414 -0.0341 -0.7294
H 3.1544 -0.8021 0.8872
C 1.2305 -0.1642 1.6426
C -0.2622 0.7025 -0.1607
H -0.9205 0.4091 1.7881
F -1.7604 2.0620 -1.4214
H 1.0615 -0.6107 2.7055
S -2.9479 0.5237 0.2387
F -2.1484 -1.8764 0.7263
C 0.7872 0.5658 -1.1150
H 2.7537 -0.3423 -1.4452
C -2.5635 -1.0955 -0.2695
C 0.0375 0.2478 1.1417
```